#A
{"formula": "C4H7ClN2S", "method": "ωB97M-V/def2-TZVPD", "species": ["C", "N", "N", "C", "S", "C", "C", "Cl", "H", "H", "H", "H", "H", "H", "H"], "xyz": [[-1.680, 0.270, -1.128], [-0.304, -0.154, -1.454], [0.383, -0.393, -0.250], [0.635, -1.675, -0.034], [1.341, -2.352, 1.297], [0.706, 0.693, 0.562], [1.183, 0.681, 1.836], [1.648, 2.185, 2.590], [-2.032, -0.567, -0.440], [-1.800, 1.220, -0.562], [-2.381, 0.194, -2.080], [0.171, 0.690, -1.924], [0.218, -2.239, -0.875], [0.456, 1.655, 0.147], [1.456, -0.209, 2.314]], "orbital_gap_ev": 8.80, "smiles": "CNN(C=S)/C=C/Cl", "charge": 0}



#B
{"formula": "C4H7ClN2S", "method": "ωB97M-V/def2-TZVPD", "species": ["C", "S", "N", "C", "N", "C", "C", "Cl", "H", "H", "H", "H", "H", "H", "H"], "xyz": [[3.218, -1.226, -0.065], [1.507, -0.828, 0.098], [1.277, 0.823, -0.492], [0.062, 1.259, -0.328], [-0.942, 0.375, 0.148], [-2.292, 0.900, 0.229], [-3.343, 0.160, -0.010], [-3.283, -1.596, -0.225], [4.050, -0.876, -0.933], [3.137, -2.408, -0.046], [4.045, -0.965, 0.947], [-0.184, 2.358, -0.421], [-0.606, -0.569, 0.299], [-2.370, 2.029, 0.517], [-4.277, 0.566, 0.280]], "orbital_gap_ev": 9.03, "smiles": "CS/N=C\\N/C=C\\Cl", "charge": 0}



#A takes first place; second place is 0.929 eV up.



#A
{"formula": "C2H2N2O2S", "method": "ωB97M-V/def2-TZVPD", "species": ["C", "C", "N", "N", "O", "O", "S", "H", "H"], "xyz": [[-1.162, -1.080, -0.005], [-0.151, -0.168, 0.008], [-0.812, 1.021, -0.156], [1.926, 0.042, -0.085], [2.492, -1.004, -0.176], [2.275, 1.189, 0.099], [-2.331, 0.271, -0.186], [-1.594, -2.098, 0.082], [-0.642, 1.828, 0.418]], "orbital_gap_ev": 8.44, "charge": 0}



#B
{"formula": "C2H2N2O2S", "method": "ωB97M-V/def2-TZVPD", "species": ["C", "C", "N", "N", "O", "O", "S", "H", "H"], "xyz": [[-0.911, -0.187, 1.498], [0.142, -0.839, 0.875], [-1.864, 0.297, 1.933], [1.261, 0.785, -0.298], [0.617, 1.643, -2.551], [-0.655, -0.258, -1.587], [0.275, 0.842, -1.406], [1.193, -0.612, 1.264], [-0.059, -1.671, 0.272]], "orbital_gap_ev": [8.55, 7.59], "charge": 0}



#B takes first place; second place is 1.346 eV up.



#A
{"formula": "C3H4FNS", "method": "ωB97M-V/def2-TZVPD", "species": ["C", "C", "C", "N", "F", "S", "H", "H", "H", "H"], "xyz": [[0.594, -1.511, -0.263], [1.381, -0.501, -0.465], [-0.582, 1.122, 0.589], [-1.284, -0.127, 0.714], [-2.106, -0.276, -0.402], [1.137, 1.171, -0.050], [0.182, -2.584, -0.253], [2.243, -0.706, -1.163], [-1.078, 1.849, -0.197], [-0.488, 1.564, 1.489]], "orbital_gap_ev": [7.71, 8.74], "charge": 0}



#B
{"formula": "C3H4FNS", "method": "ωB97M-V/def2-TZVPD", "species": ["C", "C", "C", "N", "F", "S", "H", "H", "H", "H"], "xyz": [[0.245, 2.573, 0.227], [-0.798, 0.325, -0.422], [0.061, -0.873, 0.216], [-0.283, 1.608, -0.186], [2.582, -0.255, 0.522], [1.599, -1.292, -0.426], [-0.943, 0.199, -1.440], [-1.835, 0.268, 0.117], [-0.021, -0.865, 1.255], [-0.606, -1.689, 0.137]], "orbital_gap_ev": 9.59, "charge": 0}



#B takes first place; second place is 4.175 eV up.